w) Molecular formula: C5H14N2S
Method: DFT, ωB97M-V/def2-TZVPD

net charge: 0
2S+1: 1

The geometry in XYZ format:
```
22
Properties=species:S:1:pos:R:3:mulliken_charge:R:1
C -1.0350 -1.6282 1.0711 -1.32
C -0.5628 -0.1474 1.1255 0.49
C -1.6377 0.7416 1.7046 -0.98
S -1.9917 1.1153 3.4788 -0.28
N -0.4145 0.3225 -0.3361 -0.44
C 0.9436 -0.0238 -0.8237 -0.61
C 1.1458 0.4947 -2.4828 -0.36
N 2.6072 0.4006 -2.5210 -0.48
H -2.0472 -1.6042 1.3970 0.43
H -0.4297 -2.4256 1.6830 0.27
H -1.0734 -2.1504 0.1148 0.37
H 0.4492 0.0506 1.6021 0.45
H -2.6742 0.7642 1.2940 0.32
H -1.0806 1.7024 1.3604 0.33
H -1.4169 0.3246 4.4056 0.11
H -1.1289 -0.1444 -0.8987 0.27
H 1.5759 0.7068 -0.2045 0.32
H 1.1749 -1.1049 -0.7659 0.23
H 0.6822 -0.2961 -3.1022 0.30
H 0.6879 1.5460 -2.6887 0.24
H 3.1588 0.9248 -1.9261 0.16
H 3.0672 0.4308 -3.4870 0.19
```

***

x) Molecular formula: C5H14N2S
Method: DFT, ωB97M-V/def2-TZVPD

net charge: 0
2S+1: 1

The geometry in XYZ format:
```
22
Properties=species:S:1:pos:R:3:mulliken_charge:R:1
C -1.5481 -1.9052 -2.4544 -1.19
C -0.3878 -0.9460 -2.1753 -0.32
N 0.3752 -1.1398 -0.9195 -0.41
C 0.0777 -0.0837 0.0922 0.48
C -0.7272 -0.8503 1.1858 -1.06
N -1.7253 -0.3426 2.1042 -0.57
C 1.4547 0.5549 0.5801 -0.94
S 1.2892 2.3358 0.9726 -0.21
H -1.7766 -1.8892 -3.5776 0.34
H -2.4635 -1.7257 -1.8472 0.26
H -1.3186 -2.9284 -2.0906 0.31
H -0.7693 0.0843 -2.3293 0.25
H 0.2605 -0.9642 -3.1195 0.36
H 1.3485 -1.3641 -1.1005 0.28
H -0.5743 0.7105 -0.3988 0.32
H -1.1683 -1.7111 0.6182 0.40
H 0.0977 -1.2907 1.7502 0.35
H -2.5961 -0.1875 1.5457 0.28
H -1.3812 0.5363 2.4884 0.25
H 1.8509 -0.0598 1.3792 0.31
H 2.1186 0.5363 -0.3797 0.35
H 1.9790 2.6386 -0.1630 0.14
```

***

x) is favored, and the nearest alternative lies 27.9 kcal/mol above it.

***

w) Molecular formula: CH9N2O
Method: DFT, ωB97M-V/def2-TZVPD

net charge: +1
2S+1: 1

The geometry in XYZ format:
```
13
Properties=species:S:1:pos:R:3:mulliken_charge:R:1
N -0.8200 1.4728 1.4951 -0.94
H -1.5554 1.8532 0.9030 0.28
H -1.3363 0.8857 2.1490 0.29
H 0.1344 0.4547 0.4038 0.39
H -0.4940 2.2622 2.0408 0.27
N 0.8334 -0.2870 0.0754 -0.26
C 0.2086 -1.1750 -0.9471 -0.27
O 0.3913 -0.4595 -2.1351 -0.50
H 1.1654 -0.8098 0.8796 0.36
H 1.6586 0.1366 -0.3638 0.38
H 0.7233 -2.1249 -0.9496 0.35
H -0.8479 -1.2799 -0.7013 0.31
H -0.0615 -0.9292 -2.8498 0.33
```

***

x) Molecular formula: CH9N2O
Method: DFT, ωB97M-V/def2-TZVPD

net charge: +1
2S+1: 1

The geometry in XYZ format:
```
13
Properties=species:S:1:pos:R:3:mulliken_charge:R:1
N 2.1270 -1.2796 -0.7007 -0.89
H 2.8715 -0.9495 -0.1109 0.27
H 2.3436 -1.0523 -1.6588 0.24
H 0.8535 -0.5895 0.2940 0.37
H 1.7437 -2.2058 -0.6228 0.27
N 0.0234 -0.0981 0.7697 -0.18
C -1.0139 0.2841 -0.2431 -0.31
O -1.5749 1.4637 0.2618 -0.49
H -0.4241 -0.6618 1.4882 0.37
H 0.2780 0.7616 1.1866 0.35
H -1.7120 -0.5299 -0.4088 0.37
H -0.5084 0.5247 -1.1792 0.28
H -2.5184 1.4662 0.0607 0.34
```

***

w) is favored, and the nearest alternative lies 5.9 kcal/mol above it.

***

w) Molecular formula: C2H2Br6
Method: DFT, ωB97M-V/def2-TZVPD

net charge: 0
2S+1: 1

The geometry in XYZ format:
```
10
Properties=species:S:1:pos:R:3:mulliken_charge:R:1
C 0.3322 2.0039 0.9396 -0.06
Br 1.7392 1.6042 2.1657 0.01
Br 1.0284 2.7328 -0.7013 0.01
Br -0.9741 3.1561 1.7193 -0.03
H -0.1494 1.0706 0.6830 0.03
C -0.3536 -2.2392 -0.9862 -0.33
Br -1.2270 -1.7411 -2.6046 0.01
Br -1.5826 -2.2548 0.4788 -0.01
Br 1.1497 -1.0921 -0.6061 0.03
H 0.0372 -3.2403 -1.0882 0.32
```

***

x) Molecular formula: C2H2Br6
Method: DFT, ωB97M-V/def2-TZVPD

net charge: 0
2S+1: 1

The geometry in XYZ format:
```
10
Properties=species:S:1:pos:R:3:mulliken_charge:R:1
C -1.3749 -2.7978 -2.2661 -0.33
Br -1.3447 -1.3927 -3.6269 -0.01
Br -0.7524 -4.5293 -3.1007 -0.03
Br -3.1702 -2.9564 -1.5506 0.01
H -0.6481 -2.5396 -1.4960 0.35
C 1.5705 2.7928 2.4561 -0.32
Br 0.9330 1.8011 0.9185 0.00
Br 0.1838 2.7771 3.8595 -0.01
Br 2.1610 4.5972 1.9876 0.00
H 2.4420 2.2477 2.8187 0.33
```

***

w) is favored, and the nearest alternative lies 6.3 kcal/mol above it.

***

w) Molecular formula: C4H16O4
Method: DFT, ωB97M-V/def2-TZVPD

net charge: 0
2S+1: 1

The geometry in XYZ format:
```
24
Properties=species:S:1:pos:R:3:mulliken_charge:R:1
C 0.4177 0.1299 4.1358 -0.77
C 0.9202 0.3820 2.9271 -0.04
C 0.7736 1.5968 2.0996 -0.34
C 0.7073 1.2477 0.5769 -1.04
H 0.5631 -0.8164 4.6265 0.28
H -0.2808 0.8682 4.5180 0.24
H 1.6154 -0.3361 2.4899 0.22
H -0.0873 2.1637 2.4724 0.33
H 1.6609 2.2306 2.1968 0.21
H 0.2871 2.0889 0.0370 0.34
H 1.7306 0.9181 0.4383 0.28
H 0.1037 0.3794 0.3130 0.29
O -1.1012 -3.0777 -5.7940 -0.63
H -1.5976 -3.7493 -5.3415 0.31
H -1.6074 -3.1192 -6.6252 0.32
O -2.5685 6.2964 -2.8713 -0.63
H -1.9519 6.7773 -2.3264 0.31
H -3.1746 6.0646 -2.1704 0.31
O 1.0253 -5.6951 1.6690 -0.64
H 1.1131 -4.9943 0.9936 0.32
H 0.1117 -5.7072 1.9023 0.32
O 0.3664 -1.1003 -1.7580 -0.61
H 0.6219 -2.0044 -1.9855 0.30
H 0.3511 -0.5436 -2.5240 0.31
```

***

x) Molecular formula: C4H16O4
Method: DFT, ωB97M-V/def2-TZVPD

net charge: 0
2S+1: 1

The geometry in XYZ format:
```
24
Properties=species:S:1:pos:R:3:mulliken_charge:R:1
C -2.5771 1.5389 -2.3820 -0.59
O -2.7383 1.3073 -0.9984 -0.46
H -1.6746 1.0706 -2.7877 0.25
H -3.4512 1.1843 -2.9385 0.26
H -2.4802 2.6065 -2.5810 0.25
H -2.4826 0.3980 -0.8062 0.27
C 5.0638 0.0588 0.9810 -0.35
O 5.6891 0.9509 1.8913 -0.50
H 5.3564 -0.9521 1.2613 0.23
H 3.9697 0.0772 1.0458 0.09
H 5.3347 0.2615 -0.0585 0.24
H 5.1886 1.7718 1.8891 0.30
C -3.0896 -1.9265 1.2252 -0.64
O -2.7980 -1.6046 -0.1329 -0.50
H -2.1456 -1.9987 1.7764 0.29
H -3.6866 -1.1633 1.7178 0.25
H -3.6357 -2.8685 1.3072 0.29
H -2.4336 -2.3851 -0.5568 0.28
C 0.6826 0.4633 -0.1239 -0.48
O -0.0392 -0.1116 0.9438 -0.49
H 1.0911 -0.3128 -0.7896 0.27
H 0.1106 1.1869 -0.7089 0.22
H 1.5847 0.9467 0.2567 0.18
H -0.8388 -0.4993 0.5688 0.32
```

***

w) is favored, and the nearest alternative lies 12.3 kcal/mol above it.